[1]
Density functional theory data (ωB97M-V/def2-TZVPD) for a cluster of 3 separate species, C6H15NO2 in total.

Each line ends with the Löwdin charge.
CARTESIAN COORDINATES (ANGSTROEM)
C: 0.709 0.731 0.240  -0.497
C: -0.708 1.021 -0.010  -0.219
C: 1.366 1.123 1.544  -0.042
C: -1.639 1.120 1.184  -0.083
O: 1.531 0.999 -0.901  -0.055
H: 1.634 1.955 -0.994  0.098
H: 0.685 -0.507 0.240  0.069
H: -0.869 1.804 -0.755  0.127
H: -1.037 0.019 -0.601  0.090
H: 1.456 2.212 1.632  0.083
H: 2.368 0.694 1.596  0.082
H: 0.793 0.763 2.397  0.078
H: -1.421 2.002 1.789  0.077
H: -2.677 1.180 0.856  0.077
H: -1.546 0.242 1.824  0.080
C: 0.472 -2.084 0.113  -0.007
C: -0.891 -1.404 -1.400  -0.480
N: -0.190 -0.963 -2.467  0.145
O: -1.887 -2.076 -1.432  0.062
H: -0.486 -1.228 -3.396  0.115
H: 0.616 -0.369 -2.328  0.084
H: -0.352 -2.288 0.790  0.039
H: 1.431 -2.017 0.630  0.042
H: 0.643 -2.929 -0.551  0.033

Output
Kohn-Sham gap: 8.4930 eV
HOMO energy: -8.17 eV
Lowest unoccupied orbital energy: 0.3 eV
M: 133.191 g/mol
Energy above the lowest of the compared OMol25 structures with the same formula, charge and spin: 4.8615 eV

=====

[2]
Density functional theory data (ωB97M-V/def2-TZVPD) for a cluster of 2 separate species, C6H15NO2 in total.

Each line ends with the Löwdin charge.
CARTESIAN COORDINATES (ANGSTROEM)
C: 1.608 -1.223 2.249  -0.083
N: 1.450 0.218 2.267  -0.016
C: 0.214 0.785 2.356  -0.562
C: 0.200 2.299 2.364  -0.016
O: -0.803 0.101 2.423  0.029
H: 2.681 -1.466 2.173  0.086
H: 1.085 -1.667 1.385  0.083
H: 1.209 -1.676 3.172  0.090
H: 2.273 0.822 2.213  0.140
H: 0.641 2.704 1.438  0.083
H: -0.844 2.647 2.438  0.086
H: 0.765 2.695 3.225  0.084
C: 0.305 0.120 -2.778  -0.119
C: -1.173 0.116 -2.396  -0.262
C: -1.745 -1.290 -2.287  -0.290
O: -1.101 -2.078 -1.283  -0.092
H: 0.441 -0.353 -3.765  0.076
H: 0.892 -0.444 -2.033  0.069
H: 0.695 1.151 -2.825  0.069
H: -1.314 0.632 -1.427  0.108
H: -1.763 0.664 -3.157  0.111
H: -2.836 -1.250 -2.107  0.115
H: -1.580 -1.841 -3.233  0.120
H: -1.300 -1.669 -0.415  0.091

Output
Kohn-Sham gap: 10.5374 eV
HOMO energy: -9.81 eV
Lowest unoccupied orbital energy: 0.7 eV
M: 133.191 g/mol
SMILES: CNC(C)=O.CCCO
Energy above the lowest of the compared OMol25 structures with the same formula, charge and spin: 0.8310 eV